a) # C4H12NO3

A cluster of 2 separate species, C4H12NO3 in total (the ωB97M-V functional and the def2-TZVPD basis, the Open Molecules 2025 dataset).

- Kohn-Sham gap (eV) = 10.52
- charge = +1

```
20
Properties=species:S:1:pos:R:3:lowdin_charge:R:1
O -2.351 -1.044 0.247 0.1307
C -1.222 -1.417 0.251 -0.1806
C -0.097 -0.402 -0.182 -0.2144
C 0.608 0.396 0.898 -0.3534
C 1.633 1.317 0.248 -0.0349
O 1.291 -0.652 1.584 -0.0461
N 0.896 -1.156 -1.037 0.2442
H -0.916 -2.386 0.696 0.1449
H -0.681 0.264 -0.810 0.1179
H -0.097 0.867 1.622 0.1790
H 1.853 2.317 0.792 0.1331
H 2.616 0.811 0.215 0.0931
H 1.389 1.669 -0.741 0.0657
H 2.080 -0.336 2.045 0.1179
H 1.274 -0.569 -1.771 0.1688
H 0.545 -2.048 -1.404 0.1806
H 1.675 -1.435 -0.407 0.1727
H -1.381 2.473 -2.345 0.0581
H -1.840 2.668 -0.856 0.0623
O -1.190 2.253 -1.430 -0.0394
```


b) # C4H12NO3

A structure of composition C4H12NO3 (the ωB97M-V functional and the def2-TZVPD basis, the Open Molecules 2025 dataset).

- Kohn-Sham gap (eV) = 4.59
- charge = +1

```
20
Properties=species:S:1:pos:R:3:lowdin_charge:R:1
O 0.110 -1.089 1.417 0.0059
C -0.101 0.223 1.102 -0.1632
C 0.187 0.523 -0.397 -0.3576
C -0.421 -0.528 -1.339 0.0595
C -1.831 -0.805 -1.211 0.1527
O -2.024 1.774 -0.242 -0.2047
N 1.528 0.807 -0.633 0.2227
H -1.202 0.314 1.141 0.1658
H -0.436 1.446 -0.540 0.1222
H 0.212 -1.051 -2.043 0.1620
H -1.376 0.084 -1.924 0.1875
H -2.182 -1.694 -1.723 0.1354
H -2.307 -0.357 -0.354 0.0922
H -2.714 2.446 -0.446 0.0350
H 1.749 1.696 -1.065 0.1456
H 2.201 0.247 -0.056 0.1021
H 0.466 0.959 1.679 0.1614
H 1.242 -1.299 1.431 0.0339
H 3.022 -1.510 1.779 0.0612
O 2.424 -1.144 1.108 -0.1194
```


c) # C4H12NO3

A cluster of 2 separate species, C4H12NO3 in total (the ωB97M-V functional and the def2-TZVPD basis, the Open Molecules 2025 dataset).

- Kohn-Sham gap (eV) = 10.68
- charge = +1

```
20
Properties=species:S:1:pos:R:3:lowdin_charge:R:1
C 0.354 -1.456 -0.271 -0.1901
O -0.834 -1.717 -0.986 -0.0630
C 0.181 -0.054 0.345 -0.2381
C 1.617 0.506 0.574 -0.0747
C 1.964 0.080 1.989 -0.2033
O 1.479 -0.894 2.520 0.0731
N -0.565 0.783 -0.688 0.2254
H 1.189 -1.459 -0.976 0.1305
H 0.511 -2.229 0.526 0.1543
H -0.992 -2.633 -1.220 0.1181
H -0.431 -0.086 1.272 0.1712
H 1.524 1.587 0.490 0.1228
H 2.326 0.145 -0.137 0.1208
H 2.644 0.607 2.630 0.1254
H -0.814 0.183 -1.502 0.1557
H -1.499 0.886 -0.291 0.1621
H -0.002 1.543 -1.053 0.1660
H -2.875 1.950 -3.095 0.0426
H -3.851 2.410 -1.933 0.0554
O -2.946 2.168 -2.165 -0.0541
```


Tell me which of them is the most stable. Sure, it is c).


a) # C4H12NO3

A cluster of 2 separate species, C4H12NO3 in total (the ωB97M-V functional and the def2-TZVPD basis, the Open Molecules 2025 dataset).

- Kohn-Sham gap (eV) = 11.12
- charge = +1

```
20
Properties=species:S:1:pos:R:3:lowdin_charge:R:1
C 1.290 -1.983 -0.054 -0.0367
C 0.376 -0.808 -0.080 -0.3172
C 0.765 0.369 -0.904 -0.1112
C 0.004 1.612 -0.944 -0.5583
O 0.526 2.550 -0.157 0.0878
O -1.137 1.680 -1.381 0.1053
N 0.220 -0.362 1.400 0.2427
H 1.153 -2.485 0.938 0.1026
H 1.203 -2.647 -0.894 0.0949
H 2.390 -1.930 -0.112 0.1077
H -0.673 -1.059 -0.409 0.1724
H 1.956 0.766 -1.115 0.2225
H 0.776 -0.088 -1.932 0.1591
H 0.066 3.480 -0.209 0.2063
H -0.725 0.133 1.451 0.1723
H 0.384 -1.087 2.009 0.1121
H 0.850 0.440 1.555 0.1737
H -3.662 -0.063 0.208 0.0927
H -2.990 1.178 0.181 0.0205
O -2.774 0.305 0.450 -0.0493
```


b) # C4H12NO3

A cluster of 2 separate species, C4H12NO3 in total (the ωB97M-V functional and the def2-TZVPD basis, the Open Molecules 2025 dataset).

- Kohn-Sham gap (spin up / spin down) (eV) = 8.17 / 8.15
- charge = +1

```
20
Properties=species:S:1:pos:R:3:lowdin_charge:R:1
C 1.935 -0.940 0.787 -0.0860
C 1.596 -0.353 -0.598 -0.1447
C -1.414 -0.686 0.237 -0.1599
C 0.596 0.804 -0.426 -0.3533
N -2.258 0.013 -0.820 0.1397
O -1.748 0.029 1.454 -0.0556
O 0.112 1.498 -1.534 0.0688
O 0.700 1.608 0.602 0.1421
H 2.176 -2.012 0.589 0.1047
H 1.238 -0.837 1.589 0.0516
H 2.786 -0.379 1.244 0.0955
H 2.561 -0.106 -1.075 0.1403
H 0.951 -0.988 -1.144 0.0903
H -1.555 -1.765 0.122 0.1128
H -3.070 0.417 -0.378 0.1428
H -2.596 -0.578 -1.589 0.1697
H -1.851 0.927 -1.214 0.1565
H -1.442 -0.580 2.123 0.0852
H 0.083 2.466 -1.379 0.1524
H 1.200 1.462 1.409 0.1474
```


Tell me which of them is the most stable. Sure, it is a).


a) # C2H4FNO2

A cluster of 2 separate species, C2H4FNO2 in total (the ωB97M-V functional and the def2-TZVPD basis, the Open Molecules 2025 dataset).

- Kohn-Sham gap (spin up / spin down) (eV) = 8.94 / 8.99
- charge = 0

```
10
Properties=species:S:1:pos:R:3:lowdin_charge:R:1
C -1.503 -0.045 0.007 -0.4900
C -0.485 1.021 -0.238 -0.0104
N 1.714 -0.640 -0.657 0.0161
O -2.534 -0.143 -0.546 0.1541
O 2.392 -0.976 0.325 -0.0525
F -1.058 -1.104 0.830 0.0077
H 0.374 0.309 -0.694 0.0486
H 0.093 1.215 0.674 0.0817
H -0.863 1.901 -0.717 0.0833
H 1.869 -1.538 1.017 0.1613
```


b) # C2H4FNO2

A cluster of 2 separate species, C2H4FNO2 in total (the ωB97M-V functional and the def2-TZVPD basis, the Open Molecules 2025 dataset).

- Kohn-Sham gap (eV) = 10.27
- charge = 0

```
10
Properties=species:S:1:pos:R:3:lowdin_charge:R:1
C -0.227 -0.906 0.790 -0.0223
C 0.437 0.214 0.139 -0.3062
N -0.287 0.802 -1.067 -0.4042
O 0.317 1.067 -2.083 0.0945
O -1.483 0.947 -0.907 0.0488
F 1.683 -0.027 -0.351 0.0357
H -1.246 -0.839 0.757 0.0553
H 0.273 -1.210 1.671 0.0817
H 0.060 -1.852 0.193 0.1431
H 0.473 1.804 0.858 0.2736
```


Tell me which of them is the most stable. Sure, it is a).


a) # C5H6OS

A structure of composition C5H6OS (the ωB97M-V functional and the def2-TZVPD basis, the Open Molecules 2025 dataset).

- Kohn-Sham gap (eV) = 8.16
- charge = 0

```
13
Properties=species:S:1:pos:R:3:lowdin_charge:R:1
C 0.772 0.522 -0.729 -0.7157
C 0.697 -0.894 -0.841 -0.1186
C -0.453 -0.957 0.141 -0.2633
C -0.388 0.145 1.273 -0.0746
C -0.518 1.069 0.110 -0.2350
H 1.772 -1.175 -0.813 0.1393
H 0.087 -1.160 -1.867 0.2035
H -0.995 -1.825 0.388 0.1309
H 0.670 0.239 1.560 0.1123
H -1.249 0.239 1.951 0.1368
H -0.803 2.031 0.015 0.0961
O -1.451 -0.012 -0.342 -0.1070
S 1.859 1.778 -0.847 0.6953
```


b) # C5H6OS

An isolated molecule of C5H6OS (the ωB97M-V functional and the def2-TZVPD basis, the Open Molecules 2025 dataset).

- Kohn-Sham gap (eV) = 7.60
- SMILES = O=C1CCCC1=S
- charge = 0

```
13
Properties=species:S:1:pos:R:3:lowdin_charge:R:1
O 1.645 2.023 -0.039 0.0896
C 0.902 1.058 0.047 -0.4388
C -0.572 1.086 0.072 -0.1400
C -1.104 -0.289 0.433 -0.1958
C 0.042 -1.169 -0.167 -0.2115
C 1.350 -0.395 0.035 -0.7384
S 2.824 -0.960 0.012 0.8276
H -0.822 2.053 0.465 0.1225
H -0.913 1.025 -1.035 0.1634
H -1.132 -0.461 1.480 0.0921
H -2.106 -0.503 -0.128 0.1438
H -0.241 -1.241 -1.358 0.1734
H 0.127 -2.227 0.181 0.1121
```


Tell me which of them is the most stable. Sure, it is b).


a) # C5H6OS

A structure of composition C5H6OS (the ωB97M-V functional and the def2-TZVPD basis, the Open Molecules 2025 dataset).

- Kohn-Sham gap (eV) = 9.41
- charge = 0

```
13
Properties=species:S:1:pos:R:3:lowdin_charge:R:1
C -0.346 0.554 -0.831 -0.7378
C -0.595 0.624 0.740 -0.1592
C 0.303 -0.762 -0.359 -0.3365
C 1.274 -0.374 0.565 -0.1039
C 0.826 0.552 1.391 0.0758
H -1.811 -1.230 -1.346 0.0881
H 0.352 1.313 -1.510 0.1516
H -1.490 1.163 1.055 0.1369
H 0.765 -1.745 -0.941 0.2055
H 2.268 -0.687 0.482 0.1030
H 1.103 1.115 2.072 0.0211
O -0.978 -0.862 0.489 -0.1957
S -1.670 0.340 -1.806 0.7510
```


b) # C5H6OS

An isolated molecule of C5H6OS (the ωB97M-V functional and the def2-TZVPD basis, the Open Molecules 2025 dataset).

- Kohn-Sham gap (eV) = 9.64
- SMILES = O=C1CC[C@H]2S[C@H]12
- charge = 0

```
13
Properties=species:S:1:pos:R:3:lowdin_charge:R:1
O 0.984 1.079 1.938 0.0786
C 0.756 0.130 1.191 -0.3675
C 1.767 -0.317 0.141 -0.0805
C 0.960 -0.572 -1.278 -0.1580
C -0.238 0.330 -0.919 -0.5702
S -1.933 -0.014 -0.592 0.8957
C -0.485 -0.469 0.465 -0.4203
H 2.067 -1.307 0.576 0.1328
H 2.509 0.434 -0.077 0.1130
H 0.664 -1.607 -1.457 0.1078
H 1.413 -0.369 -2.140 0.0449
H 0.189 1.371 -0.902 0.1373
H -0.354 -1.554 0.374 0.0864
```


Tell me which of them is the most stable. Sure, it is b).


a) # CH4N2PS

A cluster of 2 separate species, CH4N2PS in total (the ωB97M-V functional and the def2-TZVPD basis, the Open Molecules 2025 dataset).

- Kohn-Sham gap (spin up / spin down) (eV) = 4.19 / 4.18
- charge = +1

```
9
Properties=species:S:1:pos:R:3:lowdin_charge:R:1
C 0.819 0.569 -0.021 -0.1953
N 1.499 -0.569 0.047 0.1785
N -0.481 0.434 0.010 -0.3136
P -1.861 1.625 0.075 0.8868
S -3.883 -1.102 0.033 -0.0097
H 1.208 1.596 -0.287 0.1791
H 2.517 -0.648 0.162 0.1544
H 1.016 -1.465 -0.039 0.1481
H -0.834 -0.440 0.020 -0.0283
```


b) # CH4N2PS

A structure of composition CH4N2PS (the ωB97M-V functional and the def2-TZVPD basis, the Open Molecules 2025 dataset).

- Kohn-Sham gap (eV) = 7.50
- charge = +1

```
9
Properties=species:S:1:pos:R:3:lowdin_charge:R:1
C -0.417 0.594 0.842 -0.6278
N -0.693 -0.751 0.967 0.1005
N 0.661 -0.313 -1.427 -0.4343
P 0.702 0.257 -2.757 1.0807
S 1.071 1.208 0.698 0.8183
H -1.134 1.351 0.448 0.0905
H -1.137 -1.226 0.194 0.1184
H -0.077 -1.223 1.511 0.0636
H 1.025 0.104 -0.477 -0.2100
```


Tell me which of them is the most stable. Sure, it is b).